1 | ORCA calculation (wB97M-V/def2-TZVPD) on a structure of composition C3H9N2S.

```
! RIJCOSX wB97M-V def2-TZVPD def2/J DEFGRID3
* xyz 1 1
C 0.54980 0.52028 -0.82890
C -0.31602 0.03636 1.37528
C 0.11267 -0.58168 0.08937
N 1.51523 1.55029 -0.24965
N -0.87227 -1.35459 -0.56583
S -0.32014 0.68515 -2.27016
H 0.39655 0.56618 2.02541
H -0.90305 -0.67842 2.05041
H -1.01953 0.86764 1.00539
H 1.04289 -1.20094 0.05981
H 1.26663 1.73930 0.67978
H 1.92768 2.30368 -0.77517
H -1.07960 -0.69093 -1.48319
H -1.66697 -1.62448 0.01317
H -0.63386 -2.13784 -1.12573
*
```

Values from the calculation:
**Highest occupied orbital energy**: -14.03 eV
**HOMO-LUMO gap**: 9.37 eV

Results of the Mulliken charge analysis, in e, for atoms 1 through 4:
1 C 0.229
2 C -1.404
3 C 0.373
4 N -0.363

2 | ORCA calculation (wB97M-V/def2-TZVPD) on the ion C3H9N2S with charge +1.

```
! RIJCOSX wB97M-V def2-TZVPD def2/J DEFGRID3
* xyz 1 1
C -0.45026 -1.22628 0.27004
C 0.85980 -0.92625 -0.39156
C 0.23653 1.37600 0.14171
N -1.27305 -0.02465 0.50104
N 1.28546 0.44312 0.09014
S -2.66042 0.17463 -0.50681
H -0.87199 -2.02402 -0.49408
H -0.17074 -1.66361 1.27084
H 1.70209 -1.60784 -0.13945
H 0.82636 -0.91555 -1.44240
H -0.24168 1.70409 -0.79141
H 0.38512 2.21611 0.87578
H 1.67189 0.50461 1.06536
H 2.02751 0.76300 -0.60921
H -3.32661 1.20663 0.16001
*
```

Values from the calculation:
**Highest occupied orbital energy (spin up / spin down)**: -12.36 / -12.36 eV
**HOMO-LUMO gap (spin up / spin down)**: 8.14 / 8.14 eV

Results of the Mulliken charge analysis, in e, for atoms 1 through 4:
1 C -0.295
2 C -0.692
3 C -0.499
4 N -0.287

3 | ORCA calculation (wB97M-V/def2-TZVPD) on the ion C3H9N2S with charge +1.

```
! RIJCOSX wB97M-V def2-TZVPD def2/J DEFGRID3
* xyz 1 1
N 1.65335 -1.22940 -1.61778
C 0.44393 -0.74461 -1.24957
N -0.03376 -0.90866 -0.04483
C -1.09923 -0.09318 0.42246
C -0.58999 0.86058 1.49598
S 0.46278 2.31673 0.97536
H 2.23569 -1.51084 -0.88385
H 2.19234 -0.92558 -2.37268
H -0.39909 -0.22459 -1.90449
H 0.62551 -1.32114 0.60036
H -1.92890 -0.81830 0.77799
H -1.45261 0.40914 -0.45714
H -1.65019 1.09745 2.04285
H 0.03699 0.34787 2.13584
H -0.49683 2.74452 0.07950
*
```

Values from the calculation:
**SMILES string**: N/C=[NH+]/CCS
**Highest occupied orbital energy**: -13.13 eV
**HOMO-LUMO gap**: 9.21 eV

Results of the Mulliken charge analysis, in e, for atoms 1 through 4:
1 N -0.349
2 C 0.315
3 N -0.091
4 C -0.539

4 | ORCA calculation (wB97M-V/def2-TZVPD) on a cluster of 3 separate species, C3H9N2S in total.

```
! RIJCOSX wB97M-V def2-TZVPD def2/J DEFGRID3
* xyz 1 1
C -0.57933 -1.52330 -0.23351
C -0.22621 -1.04664 0.94160
C 2.82850 0.81574 -0.67495
N 3.40627 -0.19709 -1.04219
N -1.98558 1.07885 0.20654
S 1.73525 1.81194 -0.23130
H 0.13462 -1.41835 -1.12345
H -1.58740 -1.79895 -0.27323
H 0.79145 -0.76351 1.21634
H -0.85827 -0.97728 1.84618
H -1.68548 1.80123 0.88169
H 4.23723 -0.55051 -1.52164
H -1.95186 1.59315 -0.70444
H -2.93658 0.86390 0.44052
H -1.32260 0.31085 0.27183
*
```

Values from the calculation:
**Highest occupied orbital energy**: -12.89 eV
**HOMO-LUMO gap**: 9.09 eV

Results of the Mulliken charge analysis, in e, for atoms 1 through 4:
1 C -0.568
2 C -0.717
3 C 0.483
4 N -0.389

It is 2 that is the least stable of them.

1 | ORCA calculation (wB97M-V/def2-TZVPD) on a cluster of 2 separate species, C3H9N2S in total.

```
! RIJCOSX wB97M-V def2-TZVPD def2/J DEFGRID3
* xyz 1 1
C 1.07308 -2.43550 1.20412
C -1.77663 2.99700 -0.29594
C -0.66348 2.18331 -0.87511
N 1.17615 -3.69573 1.53928
N -0.05072 -1.75752 1.31491
S -0.33612 -0.11552 1.07769
H 1.91898 -1.97946 0.74783
H -2.34751 2.27321 0.15266
H -1.45583 3.68161 0.51147
H -2.38998 3.46140 -1.07452
H 0.46987 2.23529 -0.67852
H -0.94685 1.51611 -1.66900
H 2.04565 -4.07167 1.42442
H 0.51431 -4.38376 1.95896
H -0.89612 -2.20792 1.83409
*
```

Values from the calculation:
**Highest occupied orbital energy (spin up / spin down)**: -11.43 / -12.67 eV
**HOMO-LUMO gap (spin up / spin down)**: 5.34 / 8.58 eV

Results of the Mulliken charge analysis, in e, for atoms 1 through 4:
1 C 0.278
2 C -0.624
3 C -0.619
4 N -0.313

2 | ORCA calculation (wB97M-V/def2-TZVPD) on the ion C3H9N2S with charge +1.

```
! RIJCOSX wB97M-V def2-TZVPD def2/J DEFGRID3
* xyz 1 1
C -2.12198 0.80503 0.00658
S -1.08616 -0.30720 0.95159
C 0.25051 -0.62649 -0.31649
N 0.92235 -1.76764 -0.32540
C 1.02326 0.72836 0.19913
N 2.08504 0.65245 0.93060
H -2.37344 0.30040 -0.89651
H -1.69535 1.80611 -0.04589
H -2.99841 0.73070 0.67062
H -0.22014 -0.41157 -1.24297
H 1.63080 -1.85960 0.39837
H 0.36478 -2.62152 -0.02162
H 0.53138 1.56773 -0.10581
H 2.34478 1.34451 1.61810
H 2.57370 -0.14901 0.83401
*
```

Values from the calculation:
**SMILES string**: CS[C@H](N)C=[NH2+]
**Highest occupied orbital energy**: -13.61 eV
**HOMO-LUMO gap**: 8.94 eV

Results of the Mulliken charge analysis, in e, for atoms 1 through 4:
1 C -0.849
2 S 0.003
3 C -0.094
4 N -0.588

3 | ORCA calculation (wB97M-V/def2-TZVPD) on the ion C3H9N2S with charge +1.

```
! RIJCOSX wB97M-V def2-TZVPD def2/J DEFGRID3
* xyz 1 1
C -1.50620 -1.13385 1.25425
N -0.32051 -0.59842 0.66305
S 0.35982 0.77644 1.62258
C -0.43084 0.82884 -0.02058
C 0.58068 0.98636 -1.12384
N 1.66263 0.03879 -0.90486
H -2.32661 -0.49203 0.97514
H -1.64683 -2.17263 0.74651
H -1.53641 -1.31870 2.35940
H -1.46268 1.14682 0.01641
H 0.96320 1.97253 -1.22078
H 0.05224 0.56859 -2.10328
H 1.09503 -0.82832 -0.53202
H 2.19133 0.24447 -0.02580
H 2.32514 -0.01889 -1.70617
*
```

Values from the calculation:
**SMILES string**: CN1S[C@H]1C[NH3+]
**Highest occupied orbital energy**: -13.47 eV
**HOMO-LUMO gap**: 9.89 eV

Results of the Mulliken charge analysis, in e, for atoms 1 through 4:
1 C -0.655
2 N -0.306
3 S -0.095
4 C -0.054

It is 1 that is the least stable of them.

1 | ORCA calculation (wB97M-V/def2-TZVPD) on an isolated molecule of C5H10S.

```
! RIJCOSX wB97M-V def2-TZVPD def2/J DEFGRID3
* xyz 0 1
C 1.60332 2.17556 -0.47720
C 0.47564 1.45441 -0.24787
C 0.40768 0.00719 0.06945
C -0.21790 -0.21869 1.47418
S -0.40139 -0.56611 -1.33527
C -1.32482 -1.97765 -0.85805
H 1.58267 3.24226 -0.71145
H 2.67877 1.77725 -0.46083
H -0.47531 1.96653 -0.40181
H 1.44121 -0.39057 0.04021
H 0.45462 0.28620 2.14364
H -0.44235 -1.26772 1.72435
H -1.26933 0.25344 1.43563
H -1.46001 -2.50181 -1.81134
H -2.26686 -1.60947 -0.42571
H -0.78596 -2.63082 -0.15793
*
```

Values from the calculation:
**SMILES string**: C=C[C@@H](C)SC
**Highest occupied orbital energy**: -8.30 eV
**HOMO-LUMO gap**: 9.27 eV

Results of the Mulliken charge analysis, in e, for atoms 1 through 4:
1 C -0.772
2 C -0.300
3 C 0.394
4 C -1.277

2 | ORCA calculation (wB97M-V/def2-TZVPD) on an isolated molecule of C5H10S.

```
! RIJCOSX wB97M-V def2-TZVPD def2/J DEFGRID3
* xyz 0 1
C -2.33653 0.56046 -0.52043
S -0.90374 -0.16523 -1.27136
C 0.41188 -0.15634 -0.05378
C 0.01644 -0.56310 1.38106
C 1.63412 -0.74307 -0.53869
C 1.67399 0.73218 -0.42316
H -3.12209 0.41992 -1.22564
H -2.25292 1.58262 -0.33235
H -2.67367 0.17132 0.38460
H 0.77650 -0.29540 2.12016
H -0.92552 -0.08201 1.59327
H -0.07240 -1.59612 1.42521
H 2.37012 -1.32069 0.03967
H 1.57285 -1.07014 -1.63869
H 1.62145 1.38402 -1.31800
H 2.20950 1.14158 0.37814
*
```

Values from the calculation:
**SMILES string**: CSC1(C)CC1
**Highest occupied orbital energy**: -8.22 eV
**HOMO-LUMO gap**: 9.23 eV

Results of the Mulliken charge analysis, in e, for atoms 1 through 4:
1 C -1.049
2 S -0.114
3 C 0.813
4 C -1.434

3 | ORCA calculation (wB97M-V/def2-TZVPD) on a cluster of 2 separate species, C5H10S in total.

```
! RIJCOSX wB97M-V def2-TZVPD def2/J DEFGRID3
* xyz 0 1
C -2.38298 -0.18679 -1.40082
C -1.58694 -0.90320 -2.18453
C -0.20415 0.03753 1.91789
C 0.46251 -1.14398 1.42706
C 2.05780 1.76071 0.57765
S 0.54172 1.59474 1.63162
H -3.45206 -0.43641 -1.32021
H -2.02962 0.79136 -1.02855
H -0.56974 -0.47781 -2.42197
H -1.96810 -1.81143 -2.52838
H -0.02832 -2.09614 1.60760
H 1.39764 -1.33836 1.98236
H 0.76917 -1.26191 0.40365
H 2.17087 0.88405 -0.04860
H 2.80620 1.84580 1.36280
H 2.01600 2.74186 0.02244
*
```

Values from the calculation:
**Highest occupied orbital energy**: -8.50 eV
**HOMO-LUMO gap**: 8.73 eV

Results of the Mulliken charge analysis, in e, for atoms 1 through 4:
1 C -0.448
2 C -0.462
3 C -0.135
4 C -0.907

It is 3 that is the least stable of them.

1 | ORCA calculation (wB97M-V/def2-TZVPD) on a cluster of 2 separate species, C6H17N2 in total.

```
! RIJCOSX wB97M-V def2-TZVPD def2/J DEFGRID3
* xyz 1 1
C -2.36018 0.37242 1.17913
C -0.98927 0.52627 1.85073
C 0.56191 2.20805 1.47501
N 0.02158 1.16201 0.98649
H -3.16682 0.13408 1.84626
H -2.61810 1.44136 0.89229
H -2.36893 -0.20710 0.25454
H -0.56714 -0.46706 2.15177
H -1.13979 1.17181 2.70836
H 0.33302 2.57066 2.53007
H 1.31078 2.69191 0.87197
C 1.65912 -2.11108 -0.02980
C 1.37962 -1.37101 -1.33585
N 0.10813 -0.61081 -1.26730
C -0.26580 0.13094 -2.53794
H 0.82062 -2.76544 0.14886
H 2.63372 -2.56334 -0.22476
H 1.77929 -1.24175 0.69866
H 2.21692 -0.68431 -1.53530
H 1.28770 -2.14916 -2.17472
H 0.19063 0.16648 -0.49938
H -0.61822 -1.26032 -1.01063
H 0.64897 0.65060 -2.73206
H -1.11405 0.76140 -2.28431
H -0.44900 -0.64182 -3.28356
*
```

Values from the calculation:
**Highest occupied orbital energy**: -14.30 eV
**HOMO-LUMO gap**: 11.63 eV

Results of the Mulliken charge analysis, in e, for atoms 1 through 4:
1 C -1.052
2 C -0.555
3 C -0.364
4 N -0.295

2 | ORCA calculation (wB97M-V/def2-TZVPD) on a cluster of 2 separate species, C6H17N2 in total.

```
! RIJCOSX wB97M-V def2-TZVPD def2/J DEFGRID3
* xyz 1 1
C -0.16973 -1.08456 -0.74880
N -1.43087 -1.26944 -0.15483
C -2.16028 -0.04670 0.11400
C -3.24375 -0.30054 1.14562
C 0.99056 -0.55418 0.20133
N 0.83766 0.79581 0.46429
C 3.44571 -0.18648 0.41491
C 2.39382 -0.78556 -0.49413
H 0.28778 -2.04820 -0.98597
H -0.27670 -0.44147 -1.63163
H -1.95292 -2.03810 -0.56176
H -1.39676 0.67621 0.46880
H -2.53502 0.44719 -0.79179
H -2.87477 -0.85743 2.00203
H -4.09059 -0.84843 0.71454
H -3.70568 0.63691 1.45455
H 0.95405 -1.05765 1.18492
H -0.96905 5.04110 -1.78068
H 0.22441 0.83399 1.29443
H -0.25708 5.14234 -1.97406
H 3.51275 -0.66964 1.38972
H 3.27055 0.89299 0.48414
H 4.43427 -0.24878 -0.05255
H 2.26340 -0.18822 -1.39770
H 2.44825 -1.84115 -0.75937
*
```

Values from the calculation:
**Highest occupied orbital energy**: -14.20 eV
**HOMO-LUMO gap**: 6.35 eV

Results of the Mulliken charge analysis, in e, for atoms 1 through 4:
1 C -0.813
2 N -0.140
3 C -0.190
4 C -1.269

3 | ORCA calculation (wB97M-V/def2-TZVPD) on the ion C6H17N2 with charge +1.

```
! RIJCOSX wB97M-V def2-TZVPD def2/J DEFGRID3
* xyz 1 1
C 0.00912 -2.03190 2.42020
C 0.30617 -1.75718 0.91775
C -0.53724 -0.56993 0.37903
C -1.90446 -1.12791 -0.01863
N 0.26789 -0.07403 -0.80229
C -0.36945 1.08861 -1.43638
C 0.29159 2.34227 -0.81921
N 1.75003 2.03509 -0.69635
H -1.03134 -2.30617 2.57690
H 0.19405 -1.14099 3.01697
H 0.74403 -2.77250 2.72728
H 1.37329 -1.56207 0.80919
H 0.04075 -2.64603 0.35579
H -0.69387 0.20774 1.12185
H -2.61171 -0.48190 -0.53979
H -2.32716 -1.40772 0.95671
H -1.94647 -2.08911 -0.53012
H 0.24304 -0.83375 -1.48356
H -1.44666 1.07541 -1.27772
H -0.30498 1.30629 -2.50571
H -0.12481 2.58858 0.15351
H 0.19738 3.25312 -1.41168
H 2.17855 2.13202 -1.62446
H 2.15081 2.67266 -0.01587
H 1.81317 1.01517 -0.50871
*
```

Values from the calculation:
**SMILES string**: CC[C@H](C)NCC[NH3+]
**Highest occupied orbital energy**: -13.74 eV
**HOMO-LUMO gap**: 10.49 eV

Results of the Mulliken charge analysis, in e, for atoms 1 through 4:
1 C -1.217
2 C -0.592
3 C 0.192
4 C -1.348

4 | ORCA calculation (wB97M-V/def2-TZVPD) on the ion C6H17N2 with charge +1.

```
! RIJCOSX wB97M-V def2-TZVPD def2/J DEFGRID3
* xyz 1 1
C 1.06601 1.49560 -2.51797
C -0.02968 0.54340 -2.09259
N 0.24356 0.03552 -0.72938
C 1.48475 -0.73655 -0.56836
C -0.93038 -0.42998 -0.02512
C -0.68359 -0.70915 1.45069
C -1.88831 -0.31113 2.29884
N 0.53676 0.03400 1.98029
H 0.81354 1.99344 -3.45084
H 1.11180 2.32813 -1.81156
H 2.03381 1.02399 -2.57674
H -1.03104 0.96105 -2.02167
H -0.08908 -0.33097 -2.75074
H 2.28168 -0.05773 -0.24044
H 1.80775 -1.02569 -1.57142
H 1.40624 -1.59960 0.08759
H -1.82352 0.18106 -0.15495
H -1.28449 -1.38026 -0.47574
H -0.50011 -1.75558 1.68176
H -1.77381 -0.78011 3.27834
H -2.06234 0.74227 2.37636
H -2.77827 -0.85118 1.98210
H 0.76347 0.74662 1.27347
H 1.33750 -0.58682 2.02484
H 0.35347 0.45343 2.88952
*
```

Values from the calculation:
**SMILES string**: CCN(C)C[C@H](C)[NH3+]
**Highest occupied orbital energy**: -12.35 eV
**HOMO-LUMO gap**: 9.11 eV

Results of the Mulliken charge analysis, in e, for atoms 1 through 4:
1 C -1.145
2 C -0.609
3 N 0.107
4 C -1.371

It is 2 that is the least stable of them.